No. 1
Entry from the OMol25 dataset: a molecular structure, C27H32CsF3N3O2S at a distorted geometry (the ωB97M-V functional and the def2-TZVPD basis).

- Orbital gap (alpha / beta): 2.3 / 4.9 eV
- Largest force on an atom: 2.022 eV Å⁻¹
- Total charge: -1
- Highest occupied orbital energy (alpha / beta): -3.66 / -3.19 eV
- Molar mass: 652.538 g/mol

Structure (XYZ):
```
69
Properties=species:S:1:pos:R:3:mulliken_charge:R:1
Cs -1.77 -1.48 -0.94 1.12
C 5.02 -2.66 -0.58 -1.31
C 5.43 -1.25 -0.16 0.51
C 5.18 -1.01 1.33 -1.39
C 4.83 -0.18 -1.07 1.03
C 5.69 0.53 -1.89 -0.95
C 5.22 1.48 -2.78 -1.32
C 3.86 1.73 -2.84 -0.65
C 2.95 1.07 -2.02 0.45
C 1.48 1.42 -2.17 0.90
C 0.99 1.24 -3.61 -1.58
C 1.21 2.84 -1.68 -1.41
C 3.45 0.11 -1.11 0.45
N 2.63 -0.65 -0.28 -0.24
C 1.70 -0.14 0.43 -0.67
C 0.85 -0.98 1.22 0.22
C 0.93 -2.43 1.35 -0.92
C -0.11 -2.76 2.16 -0.78
C -0.80 -1.53 2.47 -0.11
N -0.20 -0.48 1.92 -0.25
C -2.07 -1.39 3.27 2.52
C -2.66 0.01 3.12 -1.81
C -1.73 -1.65 4.75 -1.89
C -3.09 -2.44 2.81 -1.57
H 5.53 -3.41 0.03 0.41
H 5.28 -2.85 -1.63 0.34
H 3.95 -2.80 -0.47 0.16
H 6.51 -1.17 -0.31 0.41
H 4.14 -1.21 1.58 0.12
H 5.41 0.02 1.61 0.33
H 5.81 -1.68 1.92 0.47
H 6.75 0.32 -1.84 0.31
H 5.90 2.02 -3.42 0.35
H 3.49 2.47 -3.55 0.28
H 0.88 0.74 -1.56 0.11
H 1.47 1.95 -4.29 0.34
H -0.09 1.40 -3.66 0.30
H 1.21 0.23 -3.97 0.40
H 1.78 3.56 -2.27 0.37
H 1.50 2.97 -0.64 0.37
H 0.15 3.09 -1.78 0.27
H 1.48 0.93 0.47 0.39
H 1.66 -3.05 0.86 0.36
H -0.40 -3.75 2.48 0.39
H -1.95 0.77 3.46 0.35
H -3.57 0.08 3.72 0.45
H -2.90 0.23 2.08 0.27
H -1.01 -0.91 5.11 0.39
H -1.29 -2.64 4.89 0.36
H -2.63 -1.58 5.36 0.44
H -3.34 -2.33 1.75 0.26
H -4.02 -2.32 3.39 0.45
H -2.73 -3.45 2.96 0.28
F -5.81 4.92 -0.82 -0.31
C -4.70 4.16 -1.04 0.77
F -4.22 4.57 -2.22 -0.22
F -3.82 4.53 -0.10 -0.21
C -5.02 2.70 -0.99 0.12
C -6.33 2.32 -0.74 -0.35
C -6.66 0.98 -0.68 -0.56
C -5.64 0.07 -0.87 -0.41
N -4.38 0.40 -1.12 -0.20
C -4.02 1.70 -1.19 0.03
S -2.39 2.09 -1.52 -0.11
H -7.08 3.08 -0.59 0.48
H -7.68 0.66 -0.49 0.41
H -5.85 -1.00 -0.83 0.45
O -1.62 -4.14 -1.75 -0.50
O -2.75 -4.08 -1.05 -0.46
```

=====

No. 2
Entry from the OMol25 dataset: a molecular structure, C27H32F5N2O7P2PtS2 (the ωB97M-V functional and the def2-TZVPD basis).

- Orbital gap (alpha / beta): 5.8 / 6.0 eV
- Largest force on an atom: 0.899 eV Å⁻¹
- Total charge: -1
- Highest occupied orbital energy (alpha / beta): -3.86 / -4.01 eV
- Molar mass: 912.710 g/mol

Structure (XYZ):
```
78
Properties=species:S:1:pos:R:3:mulliken_charge:R:1
Pt 0.09 0.60 1.55 2.99
C 0.81 1.21 -5.04 -1.48
C 0.80 0.07 -4.05 0.74
C 2.07 -0.76 -4.08 -1.20
O 0.66 0.65 -2.73 -0.23
P -0.47 0.22 -1.72 0.75
O -0.44 1.09 -0.53 -1.66
C -0.20 -1.53 -1.40 0.06
P -1.28 -2.26 -0.16 0.95
O -1.55 -1.37 0.97 -0.89
O -0.67 -3.68 0.17 -0.40
C 0.52 -4.01 0.96 0.47
C 0.81 -3.00 2.05 -0.99
C 1.69 -4.23 0.02 -1.27
O -2.54 -2.66 -1.04 -0.32
C -3.77 -3.26 -0.55 0.46
C -4.26 -2.65 0.75 -1.23
C -3.60 -4.76 -0.46 -1.34
O -1.83 0.26 -2.53 -0.49
C -2.83 1.32 -2.38 0.31
C -2.22 2.70 -2.51 -1.17
C -3.59 1.11 -1.08 -0.74
H 0.99 0.84 -6.05 0.43
H 1.61 1.91 -4.79 0.28
H -0.13 1.75 -5.03 0.31
H -0.08 -0.56 -4.24 0.33
H 2.93 -0.12 -3.88 0.18
H 2.19 -1.22 -5.06 0.49
H 2.05 -1.54 -3.33 0.20
H 0.82 -1.59 -1.03 -0.42
H -0.28 -2.10 -2.32 0.63
H 0.24 -4.96 1.42 0.32
H 1.10 -2.03 1.64 -0.18
H 1.66 -3.36 2.63 0.53
H -0.04 -2.85 2.71 0.37
H 2.09 -3.28 -0.34 0.08
H 1.39 -4.84 -0.83 0.36
H 2.49 -4.74 0.56 0.47
H -4.48 -3.02 -1.35 0.28
H -3.64 -2.96 1.59 0.32
H -5.28 -2.99 0.93 0.47
H -4.24 -1.57 0.72 0.21
H -2.87 -5.02 0.30 0.19
H -3.26 -5.17 -1.41 0.32
H -4.55 -5.22 -0.20 0.46
H -3.49 1.13 -3.23 0.36
H -1.59 2.93 -1.66 0.20
H -3.03 3.43 -2.55 0.51
H -1.64 2.78 -3.42 0.19
H -2.94 1.24 -0.22 -0.04
H -4.01 0.11 -1.06 0.06
H -4.40 1.83 -1.02 0.57
S 0.72 0.17 3.67 -0.64
C 0.53 1.78 4.33 0.42
C 1.35 2.22 5.36 -1.01
C 1.18 3.47 5.94 0.50
C 2.05 3.88 6.99 -0.12
N 2.77 4.20 7.84 -0.58
C 0.16 4.31 5.46 0.67
C -0.66 3.88 4.43 -0.88
C -0.50 2.63 3.85 0.49
S -1.57 2.08 2.58 -0.62
C -0.05 5.61 6.03 -0.12
N -0.24 6.65 6.49 -0.58
H 2.14 1.57 5.72 0.49
H -1.44 4.53 4.06 0.48
F 5.83 1.26 -2.55 -0.37
C 4.84 1.43 -1.65 0.66
C 4.12 0.35 -1.17 -0.24
F 4.43 -0.90 -1.60 -0.43
C 3.11 0.52 -0.25 -0.08
F 2.46 -0.62 0.16 -0.22
C 2.73 1.77 0.28 0.74
O 1.80 1.98 1.14 -1.16
C 3.51 2.85 -0.23 0.23
F 3.24 4.09 0.19 -0.36
C 4.51 2.69 -1.16 0.27
F 5.19 3.76 -1.60 -0.33
```

=====

No. 3
Entry from the OMol25 dataset: a molecular structure, C27H32N10O5RhS3 at a distorted geometry (the ωB97M-V functional and the def2-TZVPD basis).

- Orbital gap: 5.2 eV
- Largest force on an atom: 2.014 eV Å⁻¹
- Total charge: +3
- Highest occupied orbital energy: -16.18 eV
- Molar mass: 775.725 g/mol

Structure (XYZ):
```
78
Properties=species:S:1:pos:R:3:mulliken_charge:R:1
Rh -0.64 1.06 1.02 0.67
N -0.83 5.08 2.29 -0.03
C 0.39 4.91 2.92 0.53
C 1.21 5.78 3.63 -1.08
C 2.38 5.25 4.14 -0.51
C 2.72 3.90 3.97 -0.76
C 1.91 3.04 3.27 -0.69
C 0.73 3.56 2.74 0.50
N -0.28 2.97 2.01 0.33
C -1.19 3.90 1.76 0.21
C -2.36 3.60 0.96 -0.26
C -3.40 4.39 0.59 -0.25
S -4.48 3.52 -0.41 -0.02
C -3.50 2.14 -0.27 -0.46
N -2.44 2.32 0.47 0.22
H -1.34 5.95 2.24 0.27
H 0.95 6.82 3.78 0.44
H 3.05 5.90 4.70 0.43
H 3.64 3.54 4.41 0.45
H 2.15 1.99 3.13 0.40
H -3.59 5.43 0.83 0.42
H -3.75 1.22 -0.77 0.50
N 1.36 1.00 0.45 -0.53
C 2.30 1.01 -0.24 0.50
N 3.33 1.04 -1.00 0.01
C 3.98 -0.20 -1.48 -0.29
C 5.47 -0.11 -1.17 -0.78
O 6.02 1.06 -1.72 -0.34
C 5.46 2.24 -1.19 -0.58
C 3.95 2.30 -1.46 -0.55
H 3.84 -0.28 -2.56 0.27
H 3.54 -1.07 -0.99 0.36
H 5.99 -0.95 -1.63 0.37
H 5.63 -0.14 -0.08 0.36
H 5.94 3.07 -1.69 0.35
H 5.64 2.30 -0.11 0.34
H 3.79 2.39 -2.53 0.28
H 3.50 3.14 -0.94 0.48
S -0.42 -0.30 2.98 -0.16
C -1.99 -0.68 3.56 0.37
N -2.09 -1.61 4.54 0.00
C -3.28 -1.94 5.09 -0.09
C -4.41 -1.34 4.62 -0.73
C -4.25 -0.41 3.59 0.08
N -3.07 -0.08 3.09 -0.19
H -1.24 -2.07 4.87 0.28
H -3.28 -2.68 5.88 0.46
H -5.39 -1.59 5.01 0.45
H -5.12 0.08 3.16 0.46
C 0.90 -3.20 -5.86 -1.05
C 0.06 -4.44 -5.64 -0.60
S -0.06 -4.87 -3.89 1.16
O 1.10 -4.37 -3.19 -0.67
O -0.44 -6.24 -3.73 -0.61
C -1.45 -3.84 -3.28 -0.59
C -1.46 -3.97 -1.75 -1.34
N -1.66 -2.68 -1.05 0.28
C -0.77 -1.69 -0.93 0.43
N -1.29 -0.67 -0.24 0.25
C -2.55 -1.03 0.12 -1.05
C -2.80 -2.27 -0.37 -0.55
N -3.99 -3.03 -0.09 1.01
O -4.66 -2.60 0.84 -0.59
O -4.27 -3.98 -0.79 -0.57
C 0.62 -1.70 -1.47 -0.50
H 1.07 -3.06 -6.93 0.40
H 1.87 -3.31 -5.38 0.30
H 0.42 -2.30 -5.48 0.25
H 0.49 -5.33 -6.11 0.45
H -0.97 -4.33 -5.98 0.39
H -2.36 -4.21 -3.74 0.57
H -1.24 -2.82 -3.61 0.40
H -0.52 -4.39 -1.40 0.58
H -2.27 -4.63 -1.45 0.33
H -3.20 -0.41 0.72 1.29
H 0.85 -2.62 -2.00 0.20
H 1.31 -1.59 -0.64 0.04
H 0.76 -0.86 -2.15 0.29
```

=====

No. 4
Entry from the OMol25 dataset: a molecular structure, C27H33As2BaN2OS5 at a distorted geometry (the ωB97M-V functional and the def2-TZVPD basis).

- Orbital gap: 5.3 eV
- Largest force on an atom: 6.624 eV Å⁻¹
- Total charge: -1
- Highest occupied orbital energy: -3.32 eV
- Molar mass: 849.081 g/mol

Structure (XYZ):
```
71
Properties=species:S:1:pos:R:3:mulliken_charge:R:1
Ba 1.25 -0.38 -0.73 1.27
O 3.34 -2.36 5.54 -0.63
C 3.09 -2.53 4.37 0.60
S 1.50 -2.87 3.77 -0.27
C 1.60 -2.45 2.09 0.08
C 3.02 -2.17 1.65 -0.19
S 3.66 -2.01 0.14 -0.51
S 4.21 -2.24 3.00 -0.23
S 0.23 -2.35 1.14 -0.44
C -1.10 2.46 -1.97 -1.35
N -0.22 1.40 -2.41 0.23
C 0.00 1.34 -3.69 -0.51
C 0.64 0.19 -4.24 0.08
C 0.97 -0.09 -5.61 -0.62
C 1.52 -1.36 -5.67 -0.82
C 1.53 -1.80 -4.31 -0.18
N 1.09 -0.88 -3.47 0.14
C -2.43 2.04 -1.38 1.15
C -2.71 0.70 -1.03 -0.36
C -4.03 0.32 -0.76 -0.54
C -5.08 1.21 -0.91 -0.54
C -4.81 2.50 -1.34 -0.43
C -3.49 2.94 -1.54 -0.60
H -1.28 3.19 -2.80 0.32
H -0.54 2.99 -1.24 0.29
H -0.28 2.08 -4.47 0.22
H 0.82 0.63 -6.44 0.33
H 1.96 -1.87 -6.50 0.42
H 1.98 -2.70 -3.94 0.10
H -1.86 0.01 -0.87 0.28
H -4.23 -0.63 -0.33 0.44
H -6.08 0.87 -0.63 0.35
H -5.58 3.22 -1.46 0.38
H -3.31 3.96 -2.00 0.29
C -0.34 -4.97 -1.85 -0.72
As 1.36 -6.01 -1.91 0.55
C 1.99 -6.03 -0.04 -0.64
C 1.28 -7.70 -2.88 -1.01
S 2.81 -4.89 -2.97 -0.55
H -1.21 -5.67 -1.87 0.36
H -0.45 -4.34 -2.74 0.30
H -0.35 -4.38 -0.96 0.10
H 3.10 -6.17 -0.01 0.33
H 1.42 -6.80 0.51 0.39
H 1.75 -5.02 0.38 -0.03
H 0.39 -8.31 -2.63 0.37
H 2.11 -8.37 -2.58 0.33
H 1.40 -7.58 -3.97 0.31
C 2.07 0.97 2.78 -0.93
As 1.01 2.06 1.57 0.40
C 1.66 3.97 1.83 -1.28
C -0.75 2.17 2.64 -1.21
C -1.07 3.54 3.24 0.44
C -0.86 3.78 4.62 -0.36
C -1.08 5.03 5.21 -0.61
C -1.58 6.05 4.41 -0.36
C -1.72 5.84 3.03 -0.60
C -1.46 4.61 2.44 -0.03
H 2.06 1.47 3.72 0.44
H 3.08 0.81 2.38 0.38
H 1.55 0.01 2.87 0.13
H 1.58 4.26 2.89 0.33
H 1.09 4.66 1.24 0.35
H 2.67 4.04 1.43 0.44
H -0.71 1.33 3.34 0.55
H -1.45 1.93 1.82 0.32
H -0.58 2.92 5.27 0.30
H -0.74 5.17 6.23 0.39
H -1.87 7.02 4.85 0.32
H -1.96 6.72 2.40 0.31
H -1.57 4.52 1.36 0.47
```

=====

No. 5
Entry from the OMol25 dataset: a molecular structure, C27H33Br2Cl3F6GeInN4O4PS2 (the ωB97M-V functional and the def2-TZVPD basis).

- Orbital gap (alpha / beta): 7.5 / 7.0 eV
- Expectation value of S²: 0.793
- Largest force on an atom: 0.376 eV Å⁻¹
- Total charge: +1
- 2S+1: 2
- Highest occupied orbital energy (alpha / beta): -11.21 / -11.72 eV
- Molar mass: 1140.276 g/mol

Structure (XYZ):
```
84
Properties=species:S:1:pos:R:3:mulliken_spin:R:1
In 0.09 -0.31 0.48 0.01
Br 3.34 5.69 1.13 0.00
C 2.34 4.12 1.00 0.00
C 1.65 3.82 -0.17 0.00
C 0.93 2.65 -0.21 0.01
N 0.87 1.80 0.81 0.00
C 1.58 2.05 1.91 0.00
C 2.31 3.22 2.05 0.00
C 1.66 0.96 2.92 0.00
C 2.18 1.15 4.19 0.00
C 2.32 0.04 5.01 0.00
Br 3.03 0.25 6.73 0.00
C 1.95 -1.21 4.55 0.00
C 1.41 -1.31 3.28 0.00
N 1.26 -0.24 2.49 0.00
H 1.68 4.48 -1.02 0.00
H 0.38 2.36 -1.10 -0.01
H 2.90 3.41 2.94 0.00
H 2.46 2.13 4.54 0.00
H 2.09 -2.10 5.15 0.00
H 1.10 -2.26 2.88 0.00
F 5.57 0.73 -1.62 0.00
C 4.28 0.64 -1.85 0.00
F 3.77 1.87 -1.99 0.00
F 4.06 -0.04 -2.96 0.00
S 3.42 -0.15 -0.42 0.00
O 2.01 -0.09 -0.84 0.01
O 3.71 0.64 0.75 0.00
N 4.05 -1.56 -0.46 0.00
S 3.59 -2.58 0.68 0.00
O 2.14 -2.63 0.77 0.00
O 4.32 -2.49 1.90 0.00
C 4.10 -4.17 -0.13 0.00
F 5.42 -4.25 -0.18 0.00
F 3.62 -5.17 0.60 0.00
F 3.61 -4.25 -1.36 0.00
C -3.38 -0.57 -5.64 0.00
C -2.25 -0.57 -4.66 -0.02
C -1.03 -1.18 -4.96 0.27
C 0.04 -1.19 -4.06 -0.03
C 1.34 -1.83 -4.44 0.00
C -0.14 -0.60 -2.83 -0.01
C -1.35 0.07 -2.46 0.19
C -2.39 0.06 -3.44 0.11
N -1.41 0.67 -1.26 0.39
C -2.53 1.62 -0.98 -0.09
C -2.37 2.18 0.43 0.00
C -3.92 0.92 -1.03 0.07
C -2.47 2.82 -1.94 0.04
H -3.14 -1.17 -6.52 0.00
H -3.61 0.44 -5.97 0.00
H -4.28 -0.98 -5.19 0.00
H -0.91 -1.66 -5.93 0.00
H 1.70 -1.43 -5.39 0.00
H 1.22 -2.91 -4.56 -0.01
H 2.10 -1.66 -3.68 0.00
H 0.71 -0.58 -2.17 0.09
H -3.34 0.52 -3.23 0.01
H -2.28 1.38 1.15 0.00
H -3.24 2.78 0.68 0.00
H -1.50 2.83 0.52 0.00
H -4.53 1.26 -0.20 0.00
H -3.83 -0.16 -0.96 -0.02
H -4.48 1.16 -1.93 0.00
H -1.60 3.44 -1.73 0.00
H -3.36 3.43 -1.80 0.00
H -2.43 2.52 -2.99 0.00
C -1.91 -1.78 4.07 0.00
P -1.95 -0.48 2.79 0.00
C -3.73 -0.49 2.39 0.00
C -1.75 1.00 3.86 0.00
H -2.68 -1.55 4.81 0.00
H -0.95 -1.82 4.56 0.00
H -2.12 -2.75 3.63 0.00
H -4.32 -0.33 3.30 0.00
H -3.99 -1.46 1.97 0.00
H -3.99 0.27 1.67 0.00
H -2.54 1.03 4.61 0.00
H -1.78 1.92 3.29 0.00
H -0.79 0.94 4.37 0.00
Cl -0.71 -3.97 1.71 0.00
Ge -0.70 -2.74 -0.07 0.00
Cl 0.14 -3.99 -1.58 0.00
Cl -2.81 -2.61 -0.60 0.00
```

=====

No. 6
Entry from the OMol25 dataset: a molecular structure, C27H33CaIN4O3Se2 at a distorted geometry (the ωB97M-V functional and the def2-TZVPD basis).

- Orbital gap: 7.1 eV
- Largest force on an atom: 2.792 eV Å⁻¹
- Total charge: 0
- Highest occupied orbital energy: -6.97 eV
- Molar mass: 786.488 g/mol

Structure (XYZ):
```
71
Properties=species:S:1:pos:R:3:nbo_charge:R:1
Ca 1.06 -2.02 1.25 1.75
Se 3.30 -1.94 2.92 -0.49
Se 0.85 0.90 2.57 0.37
C 0.21 -0.34 3.90 0.05
C 0.14 -0.06 5.26 -0.26
C -0.35 -1.05 6.10 -0.15
C -0.77 -2.25 5.55 -0.25
C -0.64 -2.43 4.18 0.06
N -0.15 -1.50 3.38 -0.55
C 3.94 -1.66 1.19 0.06
C 5.25 -1.22 0.94 -0.29
C 5.63 -0.98 -0.36 -0.15
C 4.71 -1.19 -1.39 -0.29
C 3.45 -1.64 -1.05 0.07
N 3.08 -1.89 0.20 -0.63
H 0.45 0.90 5.64 0.23
H -0.40 -0.88 7.16 0.22
H -1.18 -3.04 6.16 0.23
H -0.95 -3.35 3.70 0.23
H 5.92 -1.06 1.77 0.23
H 6.63 -0.64 -0.58 0.21
H 4.97 -0.99 -2.42 0.22
H 2.70 -1.83 -1.81 0.20
C -5.08 0.97 -2.45 -0.63
C -4.24 -0.04 -1.74 -0.01
C -4.17 -0.05 -0.35 -0.19
C -3.31 -0.90 0.33 0.00
C -3.34 -0.90 1.83 -0.66
C -2.47 -1.75 -0.40 -0.12
C -2.62 -1.83 -1.79 0.03
C -1.86 -2.84 -2.60 -0.65
C -3.50 -0.98 -2.44 -0.24
C -1.27 -2.39 0.25 0.76
O -1.33 -3.05 1.30 -0.73
O -0.18 -2.12 -0.32 -0.87
H -4.88 1.96 -2.06 0.22
H -6.15 0.77 -2.31 0.22
H -4.87 0.96 -3.52 0.21
H -4.80 0.63 0.21 0.20
H -3.49 0.10 2.24 0.20
H -2.42 -1.33 2.23 0.25
H -4.16 -1.53 2.17 0.23
H -0.82 -2.89 -2.27 0.25
H -1.90 -2.58 -3.65 0.21
H -2.30 -3.83 -2.46 0.22
H -3.57 -1.03 -3.51 0.20
C 2.88 2.99 0.16 -0.41
N 2.11 2.72 -1.02 -0.46
C 1.88 3.85 -1.90 -0.20
C 1.60 3.37 -3.32 -0.41
C 0.52 2.30 -3.28 -0.20
N 0.83 1.27 -2.31 -0.45
C 0.15 0.02 -2.52 -0.42
C 1.46 1.53 -1.13 0.81
O 1.51 0.69 -0.23 -0.74
H 2.40 3.75 0.78 0.19
H 3.87 3.35 -0.12 0.19
H 2.98 2.07 0.73 0.25
H 2.76 4.48 -1.88 0.21
H 1.03 4.44 -1.54 0.18
H 2.51 2.96 -3.76 0.21
H 1.27 4.20 -3.94 0.22
H 0.43 1.82 -4.26 0.20
H -0.45 2.75 -3.04 0.18
H -0.93 0.18 -2.60 0.19
H 0.33 -0.64 -1.68 0.27
H 0.50 -0.45 -3.44 0.18
I -0.88 3.28 0.94 0.11
C -0.95 1.47 2.05 -0.73
H -1.55 1.65 2.94 0.23
H -1.40 0.73 1.39 0.22
```

=====

- The lowest molar mass belongs to which entry?
  C27H32CsF3N3O2S

=====

- Which value of molar mass does entry 6 give?
  786.488 g/mol